Molecular formula: C49H126Cl2F18N9O21PS4
Method: DFT, ωB97M-V with the def2-TZVPD basis set

The calculation puts the HOMO energy at -12.406 eV. The strongest force on any atom comes out at 0.0733 Eh/bohr. As for the net charge: +2. The frontier orbital gap comes out at 9.3339 eV. As for the energy above the lowest of the compared OMol25 structures with the same formula, charge and spin: 0.0 kJ/mol.

Last columns: bonded neighbours and bond lengths (Å).
Positions of all 230 atoms, in Å:
1 H -1.14 0.91 -0.24  C96 1.134
2 H 3.22 -6.35 -0.94  C64 1.097
3 H 1.90 4.25 3.47  C142 1.033
4 H 4.27 4.65 -1.96  C107 1.109
5 C 2.16 5.36 -4.49  N12 1.515, H29 1.118, H34 1.166, H85 1.057
6 H 3.69 2.48 5.63  C121 1.102
7 C 2.31 3.41 -2.89  N12 1.501, H72 1.114, H118 1.123, H224 1.108
8 C -3.71 -1.11 3.98  H9 1.084, H17 1.076, N144 1.539, H175 1.066
9 H -4.75 -0.92 4.24  C8 1.084
10 H -2.38 -1.74 7.21  C207 1.097
11 N 1.68 -6.51 0.52  C41 1.550, C64 1.495, C68 1.556, C180 1.486
12 N 3.05 4.48 -3.64  C5 1.515, C7 1.501, C107 1.526, C150 1.512
13 H 1.33 -2.08 2.58  O137 0.965
14 F -3.28 0.23 -3.42  C161 1.337
15 H 7.48 -0.31 -1.11  C165 1.112
16 C -3.99 -3.07 5.47  H94 1.046, H106 1.037, N144 1.498, H191 1.061
17 H -3.27 -0.14 3.80  C8 1.076
18 H 4.25 6.09 -3.14  C107 1.077
19 C -7.81 -4.65 -0.86  N44 1.486, H45 1.091, H120 1.125, H215 1.056
20 Cl -1.59 -4.84 -1.44  no bonds
21 H 3.75 -7.48 3.06  C33 1.113
22 C 0.59 -2.09 -0.56  H38 1.084, N105 1.453, H174 1.116, H200 1.098
23 H 3.72 -2.34 -2.65  O166 1.052
24 H 4.64 -5.69 1.00  O131 0.975
25 H -3.97 7.38 -2.09  C54 1.095
26 H -5.75 -5.98 -2.06  C148 1.108
27 H 0.23 -0.41 -2.60  C32 1.127
28 H 7.68 -3.09 0.21  C123 1.078
29 H 1.47 5.80 -3.73  C5 1.118
30 H -6.77 -1.38 -1.20  C201 1.077
31 H 3.21 4.06 7.30  C143 1.090
32 C 0.92 0.02 -1.82  H27 1.127, H91 1.128, N105 1.611, H145 1.075
33 C 3.58 -6.75 2.24  H21 1.113, H67 1.094, C68 1.468, O131 1.460
34 H 2.88 6.18 -4.89  C5 1.166
35 H -2.31 -0.25 6.27  C207 1.053
36 H 0.76 4.57 4.78  C142 1.110
37 H 0.29 -8.02 0.42  C41 1.063
38 H 0.51 -2.57 0.41  C22 1.084
39 C -2.34 3.46 4.68  F60 1.316, F65 1.299, S69 1.825, F217 1.398
40 N -4.51 5.35 -1.59  C47 1.528, C54 1.511, C193 1.477, C218 1.445
41 C 0.75 -7.42 -0.32  N11 1.550, H37 1.063, H108 1.088, H128 1.091
42 H -3.24 3.78 -1.75  C218 1.042
43 S 4.05 -0.75 -5.14  C88 1.814, O164 1.474, O198 1.412, O211 1.460
44 N -6.81 -3.55 -0.90  C19 1.486, C140 1.477, C201 1.520, C216 1.527
45 H -8.10 -4.83 -1.89  C19 1.091
46 H -6.42 4.63 -1.67  C193 1.080
47 C -4.30 5.66 -0.11  N40 1.528, H136 1.076, C157 1.511, H204 1.111
48 P 4.07 2.91 0.96  F82 1.654, F95 1.555, F130 1.651, F149 1.561, F169 1.611, F189 1.620
49 H 1.39 1.06 0.46  C135 1.133
50 O 0.58 -1.55 -4.85  C104 1.387, H229 0.966
51 H -1.31 -4.40 -7.31  C115 1.134
52 H -5.53 -2.52 0.33  C140 1.126
53 H 3.14 2.54 -5.78  C58 1.092
54 C -3.67 6.36 -2.34  H25 1.095, N40 1.511, H80 1.071, H230 1.054
55 Cl 3.31 -3.12 2.01  no bonds
56 H -1.18 -1.51 4.46  C194 1.084
57 H 4.85 4.43 5.67  C133 1.129
58 C 3.93 3.29 -5.79  H53 1.092, O114 1.409, H141 1.066, C150 1.527
59 C 2.10 5.89 7.15  C143 1.517, O146 1.440, H197 1.074, H214 1.152
60 F -1.53 3.67 3.67  C39 1.316
61 O -3.96 -1.12 -0.60  S102 1.437
62 H -8.32 -2.08 -0.79  C201 1.065
63 C 6.42 -1.51 1.91  H66 1.073, H171 1.051, H192 1.117, N223 1.523
64 C 2.54 -5.69 -0.38  H2 1.097, N11 1.495, H113 1.099, H125 1.093
65 F -2.76 4.57 5.19  C39 1.299
66 H 5.92 -0.72 2.42  C63 1.073
67 H 3.33 -5.76 2.62  C33 1.094
68 C 2.51 -7.41 1.49  N11 1.556, C33 1.468, H172 1.129, H177 1.072
69 S -1.57 2.47 6.01  C39 1.825, O73 1.467, O78 1.426, O110 1.465
70 C -4.13 -0.49 7.06  O75 1.429, H87 1.128, C207 1.509, H227 1.117
71 H -0.99 -2.62 -7.03  C115 1.099
72 H 1.78 3.03 -3.79  C7 1.114
73 O -0.46 3.36 6.35  S69 1.467
74 F -4.62 -1.42 -3.11  C161 1.328
75 O -4.83 0.45 6.24  C70 1.429, H206 0.959
76 C 4.94 -0.98 0.03  H116 1.058, C126 1.504, H184 1.092, N223 1.487
77 H -3.22 -5.12 -5.35  C97 1.128
78 O -2.57 2.27 7.00  S69 1.426
79 H 3.99 -0.23 -1.72  C126 1.090
80 H -2.63 6.26 -2.09  C54 1.071
81 O -1.08 5.01 -1.91  S92 1.481
82 F 5.16 3.66 -0.03  P48 1.654
83 H 4.01 5.98 5.21  C133 1.083
84 H 4.65 3.18 -3.69  C150 1.086
85 H 1.65 4.85 -5.27  C5 1.057
86 F 5.84 0.61 -6.30  C88 1.353
87 H -4.86 -1.30 7.34  C70 1.128
88 C 5.78 -0.58 -5.67  S43 1.814, F86 1.353, F155 1.348, F163 1.313
89 H -5.99 5.51 -3.04  C193 1.090
90 N -1.51 -3.78 -5.27  C97 1.485, C115 1.458, C186 1.569, C212 1.512
91 H 0.72 1.13 -1.71  C32 1.128
92 S -0.35 5.61 -0.77  O81 1.481, O100 1.435, C168 1.890, O187 1.479
93 N 2.79 4.29 5.24  C121 1.503, C133 1.473, C142 1.429, C143 1.537
94 H -4.30 -3.47 4.55  C16 1.046
95 F 2.94 3.85 0.44  P48 1.555
96 C -0.96 -0.21 -0.27  H1 1.134, N105 1.505, H153 1.098, H199 1.014
97 C -2.15 -5.10 -5.01  H77 1.128, N90 1.485, H99 1.128, H127 1.124
98 H -1.57 -1.78 -4.43  C212 1.087
99 H -1.66 -5.94 -5.58  C97 1.128
100 O 1.03 5.84 -1.09  S92 1.435
101 H -3.14 -2.49 -4.76  C212 1.080
102 S -4.46 0.15 -1.06  O61 1.437, O147 1.435, O151 1.435, C161 1.870
103 H -2.19 -3.12 -3.37  C212 1.126
104 C 0.98 -2.80 -5.30  O50 1.387, H124 1.126, H167 1.131, C186 1.557
105 N 0.47 -0.65 -0.43  C22 1.453, C32 1.611, C96 1.505, C135 1.464
106 H -4.87 -2.68 5.87  C16 1.037
107 C 3.69 5.37 -2.58  H4 1.109, N12 1.526, H18 1.077, H119 1.111
108 H 1.30 -8.05 -1.01  C41 1.088
109 H -4.08 4.77 1.76  C157 1.106
110 O -1.06 1.23 5.42  S69 1.465
111 H 1.98 2.26 5.04  C121 1.088
112 H 5.55 -0.95 -2.08  C126 1.114
113 H 1.81 -5.26 -1.08  C64 1.099
114 O 3.69 4.37 -6.65  C58 1.409, H205 0.960
115 C -1.58 -3.49 -6.70  H51 1.134, H71 1.099, N90 1.458, H129 1.071
116 H 4.95 0.04 0.33  C76 1.058
117 H 4.81 4.74 -4.70  C150 1.098
118 H 1.59 3.86 -2.15  C7 1.123
119 H 2.94 5.83 -1.90  C107 1.111
120 H -8.69 -4.45 -0.18  C19 1.125
121 C 2.90 2.82 4.93  H6 1.102, N93 1.503, H111 1.088, H222 1.052
122 H 0.30 -4.86 -4.99  C186 1.082
123 C 6.73 -2.74 -0.16  H28 1.078, H176 1.074, H210 1.073, N223 1.514
124 H 0.98 -2.78 -6.43  C104 1.126
125 H 3.05 -4.85 0.10  C64 1.093
126 C 4.64 -1.06 -1.44  C76 1.504, H79 1.090, H112 1.114, O166 1.405
127 H -2.04 -5.40 -3.93  C97 1.124
128 H -0.07 -6.86 -0.78  C41 1.091
129 H -2.58 -3.21 -6.97  C115 1.071
130 F 3.73 1.86 -0.27  P48 1.651
131 O 4.74 -6.58 1.38  H24 0.975, C33 1.460
132 C 0.73 -0.23 2.03  C135 1.485, O137 1.418, H183 1.120, H228 1.058
133 C 4.10 4.92 4.99  H57 1.129, H83 1.083, N93 1.473, H152 1.093
134 H -3.42 -5.47 -0.88  O154 0.965
135 C 1.26 -0.05 0.65  H49 1.133, N105 1.464, C132 1.485, H185 1.078
136 H -3.33 6.10 0.02  C47 1.076
137 O 0.52 -1.56 2.48  H13 0.965, C132 1.418
138 H 1.88 5.79 4.14  C142 1.061
139 H -4.38 -5.19 -2.69  C148 1.081
140 C -6.22 -3.40 0.45  N44 1.477, H52 1.126, H203 1.094, H226 1.098
141 H 4.89 2.89 -6.04  C58 1.066
142 C 1.77 4.76 4.36  H3 1.033, H36 1.110, N93 1.429, H138 1.061
143 C 2.39 4.46 6.71  H31 1.090, C59 1.517, N93 1.537, H162 1.059
144 N -3.11 -1.90 5.15  C8 1.539, C16 1.498, C194 1.479, C207 1.551
145 H 1.93 -0.33 -1.96  C32 1.075
146 O 3.33 6.64 7.22  C59 1.440, H170 1.007
147 O -3.58 1.27 -0.88  S102 1.435
148 C -5.03 -5.16 -1.82  H26 1.108, H139 1.081, O154 1.387, C216 1.496
149 F 3.01 2.15 1.82  P48 1.561
150 C 4.21 3.87 -4.40  N12 1.512, C58 1.527, H84 1.086, H117 1.098
151 O -5.82 0.45 -0.72  S102 1.435
152 H 4.35 4.74 3.94  C133 1.093
153 H -1.40 -0.69 0.62  C96 1.098
154 O -4.36 -5.46 -0.65  H134 0.965, C148 1.387
155 F 6.05 -1.56 -6.56  C88 1.348
156 F -1.72 4.10 1.04  C168 1.396
157 C -4.42 4.43 0.77  C47 1.511, H109 1.106, H221 1.077, O225 1.445
158 H -4.88 3.32 -1.52  C218 1.084
159 F -0.19 3.05 -0.13  C168 1.302
160 H -5.90 3.43 1.57  O225 0.993
161 C -4.46 -0.11 -2.91  F14 1.337, F74 1.328, S102 1.870, F209 1.317
162 H 1.57 3.79 6.72  C143 1.059
163 F 6.60 -0.59 -4.64  C88 1.313
164 O 4.09 -1.97 -4.31  S43 1.474
165 C 7.31 -0.40 -0.02  H15 1.112, H182 1.052, H188 1.062, N223 1.461
166 O 3.87 -2.23 -1.61  H23 1.052, C126 1.405
167 H 2.04 -3.14 -5.10  C104 1.131
168 C -0.45 4.18 0.47  S92 1.890, F156 1.396, F159 1.302, F202 1.343
169 F 5.22 1.91 1.47  P48 1.611
170 H 3.23 7.29 7.98  O146 1.007
171 H 7.42 -1.62 2.23  C63 1.051
172 H 1.80 -7.91 2.22  C68 1.129
173 H -1.96 -3.04 3.93  C194 1.075
174 H -0.17 -2.42 -1.31  C22 1.116
175 H -3.65 -1.80 3.17  C8 1.066
176 H 6.87 -2.68 -1.22  C123 1.074
177 H 2.95 -8.16 0.86  C68 1.072
178 H 1.52 -5.03 1.97  C180 1.078
179 H -4.17 3.96 -3.13  C218 1.103
180 C 0.86 -5.54 1.29  N11 1.486, H178 1.078, H196 1.109, H220 1.094
181 H -6.36 6.50 -1.59  C193 1.107
182 H 8.26 -0.68 0.35  C165 1.052
183 H 1.51 0.29 2.64  C132 1.120
184 H 4.27 -1.59 0.64  C76 1.092
185 H 2.25 -0.47 0.64  C135 1.078
186 C -0.03 -3.86 -4.76  N90 1.569, C104 1.557, H122 1.082, H195 1.081
187 O -1.04 6.67 -0.01  S92 1.479
188 H 7.10 0.57 0.36  C165 1.062
189 F 4.46 3.90 2.18  P48 1.620
190 H -7.81 -2.41 -2.31  C201 1.060
191 H -3.48 -3.72 6.14  C16 1.061
192 H 5.90 -2.47 2.14  C63 1.117
193 C -5.92 5.55 -1.96  N40 1.477, H46 1.080, H89 1.090, H181 1.107
194 C -1.77 -2.38 4.76  H56 1.084, N144 1.479, H173 1.075, H213 1.104
195 H -0.16 -3.88 -3.69  C186 1.081
196 H 0.19 -4.99 0.60  C180 1.109
197 H 1.57 5.84 8.08  C59 1.074
198 O 3.89 0.47 -4.44  S43 1.412
199 H -1.56 -0.60 -0.98  C96 1.014
200 H 1.59 -2.37 -0.90  C22 1.098
201 C -7.42 -2.23 -1.34  H30 1.077, N44 1.520, H62 1.065, H190 1.060
202 F 0.44 4.29 1.47  C168 1.343
203 H -6.99 -3.23 1.21  C140 1.094
204 H -5.08 6.42 0.11  C47 1.111
205 H 3.94 4.17 -7.56  O114 0.960
206 H -4.67 1.35 6.53  O75 0.959
207 C -2.89 -1.11 6.47  H10 1.097, H35 1.053, C70 1.509, N144 1.551
208 H -6.16 -3.57 -2.79  C216 1.077
209 F -5.35 0.51 -3.66  C161 1.317
210 H 5.83 -3.32 -0.07  C123 1.073
211 O 3.15 -0.84 -6.28  S43 1.460
212 C -2.14 -2.70 -4.41  N90 1.512, H98 1.087, H101 1.080, H103 1.126
213 H -1.25 -2.77 5.65  C194 1.104
214 H 1.50 6.56 6.43  C59 1.152
215 H -7.36 -5.50 -0.41  C19 1.056
216 C -5.65 -3.80 -1.87  N44 1.527, C148 1.496, H208 1.077, H219 1.087
217 F -3.39 2.80 4.04  C39 1.398
218 C -4.22 4.00 -2.02  N40 1.445, H42 1.042, H158 1.084, H179 1.103
219 H -4.98 -2.99 -1.60  C216 1.087
220 H 0.21 -6.18 1.89  C180 1.094
221 H -3.69 3.66 0.59  C157 1.077
222 H 3.25 2.83 3.94  C121 1.052
223 N 6.32 -1.39 0.39  C63 1.523, C76 1.487, C123 1.514, C165 1.461
224 H 2.95 2.62 -2.44  C7 1.108
225 O -5.80 4.00 0.76  C157 1.445, H160 0.993
226 H -5.71 -4.35 0.66  C140 1.098
227 H -3.86 -0.03 8.04  C70 1.117
228 H -0.19 0.25 2.19  C132 1.058
229 H 1.30 -0.98 -5.14  O50 0.966
230 H -3.83 6.15 -3.36  C54 1.054